(1)
DFT (ωB97M-V/def2-TZVPD) results for a molecular structure, C13H19N at a distorted geometry.

```
33
Properties=species:S:1:pos:R:3:forces:R:3:lowdin_charge:R:1
C -3.64374 -0.88761 -1.10496 1.61 1.13 -0.70 -0.110
C -2.61478 0.01073 -0.26006 -2.37 -2.81 -0.04 -0.524
C -2.91261 -0.23849 1.32863 -0.19 -3.02 0.53 -0.101
C -1.21166 -0.37604 -0.68492 0.26 -0.97 -0.57 -0.157
C -0.25652 0.27857 0.36516 1.51 -2.38 -3.84 -0.386
C 0.88311 2.40397 0.43993 -1.54 0.00 2.24 -0.266
C 2.22598 1.96186 -0.05458 1.25 1.40 0.67 -0.152
C 2.21563 0.44752 -0.30920 1.07 1.63 -0.33 -0.189
C 3.48928 -0.13347 -0.66437 -1.68 0.50 -0.01 -0.046
C 3.63871 -1.38970 -0.14889 3.41 0.02 -2.70 -0.159
C 2.64617 -2.11911 0.41214 -2.21 -4.12 3.30 -0.124
C 1.34537 -1.63775 0.58880 1.92 1.55 -2.85 -0.009
C 1.08999 -0.29515 0.05642 1.98 -2.73 3.35 -0.132
H -3.76696 -0.26431 -2.24857 0.19 -2.50 3.33 0.132
H -2.84071 -2.14312 -1.22926 -3.44 3.38 0.21 0.169
H -4.59098 -0.75431 -0.41569 1.34 -1.35 -2.12 0.059
H -2.82201 0.97359 -0.58328 -0.46 2.15 0.01 0.079
H -2.19422 -1.33520 1.49384 -2.07 3.48 0.25 0.139
H -2.63763 0.68558 1.96313 -0.13 -1.89 -0.82 0.066
H -4.14948 -0.67493 1.81328 3.79 1.63 -2.19 0.156
H -1.48363 -1.62250 -0.79147 2.40 3.15 0.33 0.120
H -0.67797 0.18384 -1.67489 -2.45 -2.40 1.81 0.181
H -0.59833 0.01929 1.32408 -0.19 0.53 1.42 0.101
H -0.02778 1.60977 -1.08541 -0.54 -0.14 0.28 0.105
H 0.64599 3.32808 -0.02903 0.14 1.40 0.47 0.089
H 0.83202 2.48129 1.60571 -0.12 -0.12 -2.14 0.147
H 3.02302 2.29023 1.04714 -1.80 -1.07 -4.08 0.213
H 2.34416 2.62840 -1.03584 0.92 -1.51 2.10 0.140
H 4.26066 0.34213 -1.37492 -1.27 -0.44 1.79 0.143
H 4.62058 -1.80154 -0.45334 -0.66 -0.47 0.78 0.111
H 2.81056 -3.25148 0.88968 -0.01 3.15 -1.57 0.159
H 0.59116 -2.32304 0.90254 -0.62 -0.01 0.40 0.094
N -0.23338 1.60290 -0.08179 -0.07 2.82 0.67 -0.048
```
Forces are in eV/Å.

Summary:
Spin multiplicity: 1
Energy relative to the best compared isomer or geometry (same formula, charge and spin) (eV): 9.862
LUMO energy (eV): 0.83
Charge: 0

***

(2)
DFT (ωB97M-V/def2-TZVPD) results for 3 unconnected molecules or ions with the total composition C13H19N4.

```
36
Properties=species:S:1:pos:R:3:forces:R:3:lowdin_charge:R:1
C -4.67685 -3.23105 0.97638 0.08 0.04 -0.16 -0.204
N -4.18765 -2.69670 2.23126 -0.26 -0.23 0.15 -0.174
C -2.75122 -2.31269 2.15364 0.24 0.02 -0.02 -0.368
C -2.34062 -1.14203 1.26743 -0.13 -0.12 -0.29 -0.395
N -3.38808 -0.10645 1.11187 0.06 0.14 -0.02 -0.136
H -5.75373 -3.41583 1.02285 -0.03 0.00 0.06 0.055
H -4.47315 -2.59344 0.10094 0.03 0.00 0.03 0.057
H -4.18100 -4.18920 0.79059 -0.04 -0.01 -0.04 0.063
H -4.71507 -1.85630 2.44511 0.05 0.03 -0.01 0.057
H -2.23507 -3.20807 1.77712 0.13 0.04 0.14 0.073
H -2.42440 -2.18843 3.19686 -0.18 0.05 0.06 0.052
H -2.13202 -1.54016 0.26313 -0.02 0.15 0.01 -0.032
H -4.32951 -0.45114 0.88249 0.02 -0.04 0.12 -0.005
H -3.48222 0.46267 1.94289 0.03 0.03 0.01 0.002
N 0.30137 -2.20083 -0.73522 -0.02 -0.31 -0.05 0.076
C 1.47128 -2.38001 -0.13822 0.09 0.08 0.01 -0.154
C 2.63783 -1.73191 -0.52854 -0.06 0.03 0.07 -0.080
C 2.57065 -0.83737 -1.58412 0.02 -0.06 -0.06 -0.123
C 1.34741 -0.63630 -2.20462 -0.01 0.02 -0.02 -0.096
C 0.24499 -1.34397 -1.74402 -0.03 0.13 0.01 -0.152
H 1.47170 -3.05779 0.70918 0.02 -0.02 -0.04 0.102
H 3.56590 -1.90773 -0.00077 0.00 0.00 0.00 0.094
H 3.45043 -0.29433 -1.90888 0.02 -0.02 0.01 0.097
H 1.24254 0.06525 -3.02279 0.00 0.00 -0.01 0.095
H -0.73621 -1.19441 -2.18302 0.02 -0.01 -0.01 0.105
N 3.98558 2.70981 -0.54183 0.06 -0.08 -0.03 0.055
C 2.67481 2.59715 -0.74255 -0.05 0.05 -0.01 -0.137
C 1.81779 3.68730 -0.82296 -0.04 -0.02 0.01 -0.060
C 2.34733 4.95803 -0.68217 0.02 -0.01 0.00 -0.088
C 3.71157 5.08734 -0.46920 0.01 0.00 0.00 -0.088
C 4.48213 3.93595 -0.40854 0.01 0.08 0.00 -0.171
H 2.28793 1.59151 -0.84676 -0.03 0.02 0.06 0.081
H 0.75978 3.52877 -0.98136 0.00 -0.01 0.02 0.107
H 1.70977 5.83151 -0.73284 0.00 0.00 0.00 0.101
H 4.17297 6.05870 -0.34976 0.00 0.00 0.00 0.094
H 5.55306 4.00213 -0.24358 -0.01 0.01 0.00 0.097
```
Forces are in eV/Å.

Summary:
Spin multiplicity: 1
LUMO energy (eV): 2.67
Charge: -1

***

no.,frontier orbital gap (eV)
1,9.463
2,3.483